# 1
{
  "formula": "C9H11ClO3Ru",
  "method": "ωB97M-V/def2-TZVPD",
  "symbols": ["Cl", "C", "C", "C", "H", "C", "C", "H", "H", "H", "C", "Ru", "C", "O", "C", "O", "H", "H", "H", "C", "O", "H", "H", "H", "H"],
  "coordinates": [[1.20, -2.38, -1.59], [1.50, 1.18, 0.38], [0.34, 1.91, -0.03], [0.11, 1.62, -1.42], [-0.15, 2.65, 0.56], [1.08, 0.62, -1.82], [2.01, 0.43, -0.69], [2.94, -0.17, -0.72], [1.99, 1.26, 1.36], [-0.60, 2.08, -2.08], [1.13, -0.02, -3.13], [-0.02, -0.49, -0.44], [-1.88, -0.54, -0.50], [-3.02, -0.74, -0.65], [-0.05, -2.07, 0.53], [-0.15, -3.03, 1.18], [0.18, -0.04, -3.65], [1.38, -1.07, -2.92], [1.91, 0.40, -3.74], [-1.83, -0.57, 3.38], [-1.10, 0.26, 2.45], [-1.19, -1.45, 3.41], [-2.79, -0.83, 2.90], [-2.05, -0.18, 4.39], [-0.95, 1.15, 2.81]],
  "total_charge": 2,
  "e_lumo_ha": [-0.31947, -0.46743],
  "orbital_gap_ev": [7.8, 4.6],
  "spin_multiplicity": 5
}

***

# 2
{
  "formula": "C9H11ClO3Ti",
  "method": "ωB97M-V/def2-TZVPD",
  "symbols": ["Cl", "C", "C", "C", "H", "C", "C", "H", "H", "H", "C", "Ti", "C", "C", "O", "O", "H", "H", "H", "C", "O", "H", "H", "H", "H"],
  "coordinates": [[-0.76, -0.04, 2.35], [-0.05, 2.47, -0.24], [0.22, 1.81, -1.48], [1.23, 0.82, -1.25], [-0.22, 2.09, -2.44], [1.57, 0.84, 0.15], [0.79, 1.89, 0.76], [0.92, 2.23, 1.78], [-0.75, 3.30, -0.08], [1.70, 0.18, -1.98], [2.57, -0.04, 0.82], [-0.59, 0.25, 0.01], [-1.65, -0.12, -1.88], [-2.67, 0.67, 0.57], [-2.18, -0.55, -2.82], [-3.75, 0.54, 0.97], [2.65, -1.01, 0.32], [2.33, -0.21, 1.88], [3.57, 0.42, 0.78], [-1.20, -2.73, 0.30], [-0.11, -1.82, 0.02], [-1.92, -2.63, -0.52], [-1.66, -2.45, 1.26], [-0.79, -3.74, 0.34], [0.75, -2.18, 0.37]],
  "total_charge": 2,
  "e_lumo_ha": -0.37967,
  "orbital_gap_ev": 7.8
}

***

# 3
{
  "formula": "C9H11F6N5OPPd",
  "method": "ωB97M-V/def2-TZVPD",
  "symbols": ["Pd", "N", "C", "N", "C", "N", "C", "C", "N", "C", "C", "N", "H", "H", "H", "H", "H", "C", "O", "C", "C", "H", "H", "H", "H", "H", "H", "F", "P", "F", "F", "F", "F", "F"],
  "coordinates": [[0.66, -1.28, -0.45], [3.45, 1.59, 0.77], [3.41, 0.29, 0.47], [2.23, 0.04, -0.07], [1.62, 1.25, -0.07], [2.32, 2.23, 0.43], [-0.96, 1.12, 0.49], [-2.02, 2.20, 0.42], [-3.13, 1.90, -0.13], [-3.51, 0.71, -0.46], [-2.77, -0.42, 0.12], [-1.54, -0.18, 0.33], [4.22, 2.11, 1.18], [4.21, -0.42, 0.65], [-1.94, 3.11, 1.01], [-4.21, 0.57, -1.29], [-3.14, -1.44, 0.12], [0.77, 1.59, -2.83], [-0.17, 1.37, -1.71], [0.20, 1.17, -0.51], [-0.46, 1.23, 1.97], [0.26, 2.28, -3.49], [0.93, 0.63, -3.31], [1.70, 2.02, -2.45], [0.06, 2.18, 2.10], [0.21, 0.39, 2.17], [-1.30, 1.16, 2.65], [-0.18, -2.77, 1.39], [-0.16, -4.04, 0.32], [-0.73, -2.76, -0.85], [0.41, -5.02, 1.38], [1.35, -3.48, -0.10], [-0.12, -5.02, -0.89], [-1.68, -4.30, 0.62]],
  "total_charge": 2,
  "e_lumo_ha": [-0.37445, -0.37405],
  "orbital_gap_ev": [6.8, 7.3],
  "spin_multiplicity": 2
}

***

# 4
{
  "formula": "C9H11IN2O2",
  "method": "ωB97M-V/def2-TZVPD",
  "symbols": ["C", "C", "C", "C", "I", "N", "C", "C", "N", "H", "H", "H", "H", "H", "H", "H", "C", "C", "O", "H", "H", "C", "O", "H", "H"],
  "coordinates": [[2.03, -0.75, 1.33], [0.94, -0.14, 0.52], [-0.38, -0.27, 0.95], [-1.30, -0.03, -0.05], [-3.26, -0.38, 0.45], [-0.98, 0.50, -1.25], [0.30, 0.64, -1.61], [1.35, 0.36, -0.72], [2.64, 0.36, -1.17], [2.81, -0.14, 1.75], [1.79, -1.25, 2.25], [2.65, -1.40, 0.77], [-0.49, -0.73, 1.98], [0.62, 0.98, -2.55], [3.01, 1.25, -1.45], [3.20, -0.22, -0.59], [-2.19, 3.09, -0.03], [-0.94, 2.89, 0.37], [0.17, 2.58, 0.65], [-2.77, 4.02, 0.29], [-2.61, 2.41, -0.87], [-1.64, -3.48, -0.28], [-0.56, -3.08, 0.07], [-2.01, -3.64, -1.25], [-2.39, -3.57, 0.46]],
  "e_lumo_ha": 0.02222,
  "orbital_gap_ev": 8.8,
  "smiles": "Cc1cc(I)ncc1N.C=C=O.C=O"
}

***

# 5
{
  "formula": "C9H11N2",
  "method": "ωB97M-V/def2-TZVPD",
  "symbols": ["C", "C", "C", "C", "C", "C", "C", "C", "C", "N", "N", "H", "H", "H", "H", "H", "H", "H", "H", "H", "H", "H"],
  "coordinates": [[0.25, 0.34, 2.90], [-0.77, -0.62, -1.96], [-1.62, -1.32, -1.08], [0.13, 0.26, -1.52], [-0.48, -0.84, 0.93], [1.32, 0.68, -1.14], [1.58, 2.00, -0.73], [2.91, 2.53, -0.38], [-2.57, -2.25, 0.87], [-0.27, -0.46, 2.13], [-1.47, -1.43, 0.23], [0.26, 0.22, 3.93], [-1.03, -0.79, -2.93], [-2.51, -1.84, -1.63], [2.18, 0.03, -1.10], [0.82, 2.85, -0.76], [2.95, 2.67, 0.75], [3.71, 1.94, -0.67], [3.17, 3.55, -0.69], [-2.96, -1.95, 1.81], [-3.33, -2.28, 0.10], [-2.25, -3.26, 0.93]],
  "total_charge": 1,
  "e_lumo_ha": [-0.20115, -0.20231],
  "orbital_gap_ev": [5.4, 5.3]
}

***

# 6
{
  "formula": "C9H11N2",
  "method": "ωB97M-V/def2-TZVPD",
  "symbols": ["C", "C", "C", "C", "C", "C", "C", "C", "N", "C", "N", "H", "H", "H", "H", "H", "H", "H", "H", "H", "H", "H"],
  "coordinates": [[2.22, 2.05, 0.46], [1.44, 1.35, -0.34], [0.93, 0.04, 0.06], [1.67, -0.87, 0.79], [1.12, -2.11, 1.09], [-0.17, -2.49, 0.66], [-0.88, -1.66, -0.20], [-0.31, -0.43, -0.45], [-0.95, 0.30, -1.44], [-2.03, 0.99, -1.15], [-2.65, 1.08, 0.02], [2.31, 1.74, 1.59], [2.65, 2.97, 0.16], [1.34, 1.72, -1.28], [2.63, -0.81, 1.18], [1.76, -2.80, 1.75], [-0.40, -3.46, 0.92], [-1.77, -1.99, -0.56], [-0.60, 0.60, -2.32], [-2.42, 1.64, -1.85], [-2.63, 0.30, 0.63], [-3.26, 1.84, 0.27]],
  "total_charge": 1,
  "e_lumo_ha": -0.13543,
  "orbital_gap_ev": 8.8,
  "smiles": "C=Cc1ccccc1NC=[NH2+]"
}

***

# 7
{
  "formula": "C9H11N2",
  "method": "ωB97M-V/def2-TZVPD",
  "symbols": ["C", "N", "C", "N", "C", "C", "C", "C", "C", "C", "C", "H", "H", "H", "H", "H", "H", "H", "H", "H", "H", "H"],
  "coordinates": [[-2.38, -0.59, -0.90], [-1.60, 0.14, -0.21], [-1.81, 1.49, 0.10], [-0.76, 2.16, 0.24], [0.34, 1.30, 0.15], [1.61, 1.57, -0.25], [2.49, 0.43, -0.31], [2.00, -0.85, -0.63], [0.46, -1.13, -0.65], [-0.17, -0.11, 0.24], [-0.15, -0.60, 1.70], [-2.03, -1.57, -1.16], [-3.46, -0.37, -1.08], [-2.78, 1.99, 0.20], [2.02, 2.46, -0.47], [3.50, 0.64, -0.39], [2.63, -1.73, -0.62], [0.30, -1.02, -1.75], [-0.03, -2.07, -0.25], [0.96, -0.81, 1.71], [-0.81, -1.51, 1.87], [-0.33, 0.17, 2.46]],
  "total_charge": 1,
  "e_lumo_ha": -0.19512,
  "orbital_gap_ev": 7.2,
  "smiles": "C=[N+]1C=NC2=CC=CC[C@@]21C"
}

***

# 8
{
  "formula": "C9H11N2",
  "method": "ωB97M-V/def2-TZVPD",
  "symbols": ["C", "N", "N", "C", "C", "C", "C", "C", "C", "C", "C", "H", "H", "H", "H", "H", "H", "H", "H", "H", "H", "H"],
  "coordinates": [[1.88, 0.75, 1.06], [1.27, 0.04, -0.04], [1.85, 0.62, -1.27], [1.44, -1.42, 0.02], [0.22, -1.95, -0.03], [-0.79, -0.97, -0.12], [-2.15, -1.13, -0.09], [-2.91, 0.02, 0.03], [-2.31, 1.27, -0.05], [-0.93, 1.41, 0.04], [-0.19, 0.25, -0.02], [2.92, 0.65, 1.07], [1.56, 1.86, 1.00], [1.48, 0.42, 1.92], [1.25, 0.28, -2.00], [2.92, 0.28, -1.43], [2.40, -1.75, 0.01], [0.03, -3.01, -0.03], [-2.66, -2.04, -0.39], [-3.92, -0.16, -0.06], [-2.88, 2.22, 0.13], [-0.48, 2.37, 0.23]],
  "total_charge": 1,
  "e_lumo_ha": -0.14319,
  "orbital_gap_ev": 9.2,
  "smiles": "C[N@@+]1(N)C=Cc2ccccc21"
}

***

# 9
{
  "formula": "C9H11N2S",
  "method": "ωB97M-V/def2-TZVPD",
  "symbols": ["C", "C", "C", "C", "C", "C", "C", "N", "N", "C", "S", "C", "H", "H", "H", "H", "H", "H", "H", "H", "H", "H", "H"],
  "coordinates": [[3.21, -0.35, 0.92], [2.05, 0.09, 0.08], [2.08, 1.26, -0.68], [1.00, 1.68, -1.45], [-0.16, 0.92, -1.47], [-0.21, -0.25, -0.71], [-1.47, -1.07, -0.68], [-2.17, -0.79, 0.64], [-3.61, -0.68, 0.51], [-4.11, 0.19, 1.23], [-4.68, 1.29, 2.11], [0.88, -0.67, 0.05], [3.85, 0.49, 1.15], [3.77, -1.16, 0.46], [2.83, -0.70, 1.88], [2.98, 1.86, -0.68], [1.05, 2.58, -2.03], [-1.04, 1.21, -2.03], [-2.13, -0.81, -1.49], [-1.23, -2.12, -0.74], [-1.80, 0.11, 0.97], [-1.91, -1.49, 1.35], [0.81, -1.59, 0.62]],
  "total_charge": 1,
  "e_lumo_ha": -0.17713,
  "orbital_gap_ev": 7.9,
  "smiles": "Cc1cccc(C[NH2+]N=C=S)c1"
}

***

# 10
{
  "formula": "C9H11N3",
  "method": "ωB97M-V/def2-TZVPD",
  "symbols": ["C", "C", "C", "C", "C", "C", "N", "C", "N", "C", "C", "N", "H", "H", "H", "H", "H", "H", "H", "H", "H", "H", "H"],
  "coordinates": [[-1.04, 0.46, -2.01], [-0.81, -0.52, -0.89], [-1.68, -1.79, -0.81], [0.39, -0.52, -0.30], [1.51, 0.44, -0.51], [1.50, 1.72, -0.15], [0.41, 2.36, 0.47], [-0.24, 1.86, 1.46], [0.04, 0.73, 1.96], [0.88, -0.10, 2.34], [0.96, -1.45, 1.76], [0.67, -1.64, 0.55], [-0.47, 1.43, -1.93], [-2.16, 0.65, -1.96], [-0.81, 0.05, -3.05], [-1.96, -1.97, -1.75], [-2.68, -1.68, -0.22], [-1.06, -2.51, -0.31], [2.37, 0.08, -1.21], [2.33, 2.25, -0.53], [-1.08, 2.32, 1.80], [1.61, 0.25, 3.00], [1.32, -2.40, 2.29]],
  "e_lumo_ha": -0.01509,
  "orbital_gap_ev": 7.7,
  "smiles": "CC(C)=C1/C=C/N=C\\N=C\\C=N/1"
}

***

# 11
{
  "formula": "C9H11N3S",
  "method": "ωB97M-V/def2-TZVPD",
  "symbols": ["C", "C", "N", "C", "C", "C", "C", "S", "C", "N", "C", "C", "N", "H", "H", "H", "H", "H", "H", "H", "H", "H", "H", "H"],
  "coordinates": [[0.80, -2.03, 1.39], [0.42, -0.89, 0.84], [-0.94, -0.67, 0.63], [-1.41, 0.31, -0.02], [-2.90, 0.35, -0.29], [-3.07, 0.42, -1.81], [1.77, 0.41, 0.65], [1.29, 1.87, 1.17], [2.97, 0.12, -0.06], [3.54, -1.03, -0.37], [4.54, -0.69, -1.21], [4.71, 0.69, -1.25], [3.68, 1.21, -0.59], [0.08, -2.87, 1.26], [1.75, -2.28, 1.96], [-0.94, 0.97, -0.69], [-3.23, -0.59, 0.17], [-3.35, 1.18, 0.16], [-2.52, -0.44, -2.31], [-2.76, 1.18, -2.42], [-4.16, 0.56, -2.04], [5.18, -1.42, -1.69], [5.35, 1.21, -2.02], [3.54, 2.15, -0.52]],
  "e_lumo_ha": -0.03025,
  "orbital_gap_ev": 7.6,
  "smiles": "C=C(/N=C/CC)C(=S)c1ncc[nH]1"
}

***

# 12
{
  "formula": "C9H11N4OS",
  "method": "ωB97M-V/def2-TZVPD",
  "symbols": ["O", "C", "N", "N", "C", "C", "C", "C", "C", "C", "C", "S", "C", "N", "N", "H", "H", "H", "H", "H", "H", "H", "H", "H", "H", "H"],
  "coordinates": [[-0.46, -2.91, 1.11], [-0.28, -2.01, 0.13], [0.91, -1.92, -0.45], [1.25, -0.93, -1.23], [1.11, 0.55, -1.10], [2.46, 0.87, -0.52], [2.63, 1.01, 0.81], [1.51, 1.01, 1.69], [0.24, 1.04, 1.20], [-0.01, 1.02, -0.21], [-1.19, 1.44, -0.75], [-2.65, 1.53, 0.21], [-3.28, -0.17, -0.34], [-2.44, -1.14, 0.24], [-1.27, -1.28, -0.31], [0.32, -3.48, 1.20], [2.13, -1.15, -1.69], [0.99, 0.93, -2.12], [3.30, 0.89, -1.21], [3.62, 1.17, 1.22], [1.68, 1.06, 2.75], [-0.60, 1.18, 1.86], [-1.33, 1.46, -1.82], [-3.22, -0.21, -1.43], [-4.31, -0.24, 0.01], [-2.63, -1.49, 1.18]],
  "total_charge": 1,
  "e_lumo_ha": [-0.19840, -0.19493],
  "orbital_gap_ev": [6.7, 6.7],
  "smiles": "OC1=N/N[C@@H]2C=CC=C/C2=C\\SC\\[NH+]=N\\1"
}

***

The evaluated total energy for the records listed, in turn: -30734.75379, -51275.06034, -48066.41556, -24683.94890, -12476.00711, -12483.78583, -12481.88913, -12482.44284, -23318.48604, -13977.06246, -24812.85385, -28343.74840 eV.